(1)
{
  "formula": "C2H8NOS",
  "method": "wB97M-V/def2-TZVPD",
  "charge": -1,
  "gap_ev": 6.403,
  "e_homo_ev": -2.5,
  "energy_ev": -16577.4787,
  "species": ["C", "C", "S", "N", "H", "H", "H", "H", "H", "H", "H", "H", "O"],
  "positions_angstrom": [[1.34970, -0.40377, 0.06202], [0.37016, -0.79593, -1.04352], [-0.59372, 0.60139, -1.68441], [2.41320, 0.49408, -0.36376], [1.75319, -1.32517, 0.51508], [0.78852, 0.11604, 0.83525], [-0.25628, -1.60121, -0.67182], [0.92837, -1.26631, -1.87405], [1.90846, 1.28119, -0.77576], [2.92091, 0.03619, -1.11269], [-3.41134, 1.58537, 2.16054], [-3.98249, 0.25123, 1.70611], [-4.18870, 1.02690, 2.24702]]
}

(2)
{
  "formula": "C2H8NOS2",
  "method": "wB97M-V/def2-TZVPD",
  "charge": -1,
  "gap_ev": 5.969,
  "e_homo_ev": -3.0,
  "energy_ev": -27411.6598,
  "species": ["C", "S", "S", "H", "H", "H", "H", "N", "C", "O", "H", "H", "H", "H"],
  "positions_angstrom": [[1.01316, 0.92463, -0.29248], [1.81552, 1.31645, -1.84934], [3.27477, 2.61601, -1.28836], [1.67010, 0.55180, 0.49609], [0.16975, 0.12092, -0.52155], [0.46750, 1.77286, 0.18602], [2.77821, 3.74507, -1.79061], [-1.52950, -2.47641, 0.96213], [-1.64923, -1.01424, 0.82989], [-1.33852, -0.52105, -0.40266], [-2.32815, -2.89695, 0.48374], [-0.71217, -2.80396, 0.46539], [-2.70417, -0.78170, 1.15971], [-0.92726, -0.55342, 1.56202]]
}

(3)
{
  "formula": "C2H8NOSi",
  "method": "wB97M-V/def2-TZVPD",
  "charge": 1,
  "gap_ev": 12.211,
  "e_homo_ev": -15.7,
  "energy_ev": -13610.6969,
  "species": ["C", "C", "N", "O", "Si", "H", "H", "H", "H", "H", "H", "H", "H"],
  "positions_angstrom": [[1.41858, 2.19967, 2.51289], [-0.07348, 0.42762, -0.69053], [-0.61915, 0.94703, 0.62050], [2.38050, 2.67353, 2.77173], [0.84452, -1.39106, -0.53890], [0.66825, 1.20742, -0.99011], [-0.81929, 0.37095, -1.51327], [-0.85920, 0.15984, 1.21009], [-1.45357, 1.50868, 0.57713], [0.17352, 1.48124, 0.94680], [0.15527, -2.39736, -1.36847], [0.48269, -1.67109, 0.87054], [2.13583, -0.88273, -0.72838]]
}

(4)
{
  "formula": "C2H8NS",
  "method": "wB97M-V/def2-TZVPD",
  "charge": -1,
  "gap_ev": 6.579,
  "e_homo_ev": -2.5,
  "energy_ev": -14529.6062,
  "species": ["S", "H", "C", "C", "N", "H", "H", "H", "H", "H", "H", "H"],
  "positions_angstrom": [[1.73500, 0.21908, -1.59359], [2.48822, 0.20443, -2.72595], [-1.15244, 0.92157, 0.28889], [-0.66611, -0.40089, 0.99320], [-1.68668, -0.88850, 2.01982], [-2.18010, 0.84494, 0.28025], [-0.72712, 1.02390, -0.69804], [-0.81838, 1.80273, 0.85395], [0.20774, -0.13874, 1.58762], [-0.39512, -1.15833, 0.30589], [-1.22819, -1.64187, 2.58883], [-2.38898, -1.34694, 1.47366]]
}

(5)
{
  "formula": "C2H8NS2",
  "method": "wB97M-V/def2-TZVPD",
  "charge": 1,
  "gap_ev": 8.729,
  "e_homo_ev": -13.3,
  "energy_ev": -25356.8779,
  "species": ["C", "N", "H", "H", "H", "H", "C", "S", "S", "H", "H", "H", "H"],
  "positions_angstrom": [[-1.22944, 1.35663, 1.30817], [-1.45137, 0.22319, 1.90251], [-0.33961, 1.87239, 1.61807], [-2.07450, 1.75905, 0.76832], [-2.33544, -0.25927, 1.79098], [-0.70342, -0.28196, 2.33839], [1.62044, -1.49713, -1.55117], [1.17103, -0.44867, -0.15104], [-0.28590, 0.78465, -0.99244], [2.48345, -1.09204, -2.06964], [1.82516, -2.48227, -1.15255], [0.78216, -1.61260, -2.23799], [0.53744, 1.67803, -1.57160]]
}

(6)
{
  "formula": "C2H8O2",
  "method": "wB97M-V/def2-TZVPD",
  "gap_ev": 10.700,
  "smiles": "CO.CO",
  "e_homo_ev": -9.9,
  "energy_ev": -6297.4864,
  "species": ["C", "O", "H", "H", "H", "H", "C", "O", "H", "H", "H", "H"],
  "positions_angstrom": [[-1.03207, 1.87028, 0.27795], [-1.90827, 0.85076, 0.69467], [-1.49649, 2.67050, -0.29829], [-0.56916, 2.32122, 1.15571], [-0.26674, 1.41776, -0.35261], [-1.67289, 0.02243, 0.27034], [1.34710, -1.45103, -0.61174], [0.34160, -1.36208, 0.43071], [1.53673, -2.48947, -0.88336], [1.12490, -0.75444, -1.42014], [2.20803, -0.92155, -0.20365], [0.38724, -2.17435, 0.94037]]
}

(7)
{
  "formula": "C2H8O2",
  "method": "wB97M-V/def2-TZVPD",
  "gap_ev": 10.541,
  "smiles": "CO.CO",
  "e_homo_ev": -9.9,
  "energy_ev": -6297.7922,
  "species": ["C", "O", "H", "H", "H", "H", "C", "O", "H", "H", "H", "H"],
  "positions_angstrom": [[-0.69625, 2.09963, -0.14348], [-0.92485, 0.78323, -0.63175], [-1.61722, 2.56841, 0.16958], [0.02960, 2.01420, 0.66387], [-0.23676, 2.73399, -0.90230], [-1.50851, 0.82986, -1.40016], [1.43371, -1.46944, 0.11243], [0.16934, -1.51811, 0.75512], [1.72503, -0.44572, -0.15572], [2.18037, -1.81779, 0.81087], [1.46534, -2.09151, -0.78013], [-0.46314, -1.11451, 0.14936]]
}

(8)
{
  "formula": "C2H8O2",
  "method": "wB97M-V/def2-TZVPD",
  "gap_ev": 11.213,
  "smiles": "CO.CO",
  "e_homo_ev": -10.4,
  "energy_ev": -6297.6257,
  "species": ["C", "O", "H", "H", "H", "H", "C", "O", "H", "H", "H", "H"],
  "positions_angstrom": [[-1.44485, -0.32206, 0.77439], [-0.72281, -1.13244, 1.69113], [-1.43074, 0.73629, 1.04811], [-0.89697, -0.43573, -0.15463], [-2.46793, -0.68286, 0.65857], [-1.20298, -1.27963, 2.51231], [1.49844, 0.87555, -1.01074], [1.05009, -0.26827, -1.74491], [1.63351, 1.61808, -1.79402], [2.45998, 0.67320, -0.53633], [0.74508, 1.19535, -0.29347], [0.77918, -0.97747, -1.15041]]
}

(9)
{
  "formula": "C2H8O2",
  "method": "wB97M-V/def2-TZVPD",
  "gap_ev": 11.401,
  "smiles": "CO.CO",
  "e_homo_ev": -10.5,
  "energy_ev": -6297.2457,
  "species": ["C", "O", "H", "H", "H", "H", "C", "O", "H", "H", "H", "H"],
  "positions_angstrom": [[1.26685, -1.21623, 0.25745], [0.81159, -2.07691, -0.77481], [0.81892, -0.26736, -0.01435], [2.32191, -1.03737, 0.07052], [0.96621, -1.53922, 1.24411], [1.24866, -2.92328, -0.89699], [-1.08829, 1.25556, -0.20292], [-2.07944, 1.90187, 0.59237], [-1.17898, 1.46742, -1.26374], [-0.07940, 1.40305, 0.17041], [-1.20590, 0.21721, 0.10069], [-1.80214, 2.81526, 0.71725]]
}

(10)
{
  "formula": "C2H8O3",
  "method": "wB97M-V/def2-TZVPD",
  "gap_ev": 11.147,
  "smiles": "CC=O.O.O",
  "e_homo_ev": -10.4,
  "energy_ev": -8345.4088,
  "species": ["C", "C", "O", "H", "H", "H", "H", "O", "H", "H", "O", "H", "H"],
  "positions_angstrom": [[0.55010, 1.93465, 0.50434], [0.99511, 0.60482, 1.15149], [0.44049, -0.48182, 1.23179], [0.41195, 2.86383, 1.16604], [1.39662, 2.13138, -0.22624], [-0.43048, 1.84290, -0.01781], [2.03926, 0.74713, 1.52846], [-0.49402, 0.40929, -1.86879], [-0.90919, -0.32219, -1.45691], [0.48045, 0.27724, -1.65756], [-1.25135, -2.14873, -0.49373], [-0.74535, -1.85532, 0.33904], [-1.07543, -3.15166, -0.56418]]
}

(11)
{
  "formula": "C2H8O3",
  "method": "wB97M-V/def2-TZVPD",
  "charge": 1,
  "multiplicity": 2,
  "gap_ev": [9.938, 5.696],
  "s_squared": 0.76,
  "e_homo_ev": [-14.8, -14.8],
  "energy_ev": -8335.7817,
  "species": ["C", "C", "O", "H", "H", "H", "H", "H", "H", "O", "H", "H", "O"],
  "positions_angstrom": [[-2.75849, -0.80829, 0.29227], [-1.47380, -0.96611, 0.56961], [-0.54139, -0.57909, -0.37333], [-3.52048, -1.10867, 0.90262], [-2.96138, -0.72383, -0.83408], [-1.07754, -1.23029, 1.55816], [0.37408, -0.43700, -0.00674], [3.02353, 0.10383, -0.01255], [2.59920, -1.19221, -0.80061], [2.40280, -0.70320, 0.04027], [1.64852, 1.97278, -0.18401], [0.67561, 2.92689, -0.47704], [1.60935, 2.74518, -0.67456]]
}

(12)
{
  "formula": "C2H8O3Sn",
  "method": "wB97M-V/def2-TZVPD",
  "charge": 2,
  "gap_ev": 2.165,
  "e_homo_ev": -15.4,
  "energy_ev": -14153.7974,
  "species": ["Sn", "O", "H", "H", "C", "C", "O", "O", "H", "H", "H", "H", "H", "H"],
  "positions_angstrom": [[-1.97155, -0.20922, 5.14100], [-3.70754, 1.75175, 1.49762], [-4.26443, 1.54868, 0.74604], [-3.53710, 2.69072, 1.42327], [1.67060, -0.19583, -0.37526], [1.55762, -0.97047, -1.68423], [0.61146, -0.26900, -2.47418], [0.74535, -0.58235, 0.64162], [1.53523, 0.87890, -0.49670], [2.61457, -0.26650, 0.16514], [1.23533, -1.98975, -1.47141], [2.55568, -0.96102, -2.12229], [-0.00658, 0.07207, -1.82357], [0.96136, -1.49796, 0.83290]]
}

(13)
{
  "formula": "C2H8OP2S",
  "method": "wB97M-V/def2-TZVPD",
  "gap_ev": 8.774,
  "smiles": "C[C@H](S)P(O)#[PH2]",
  "e_homo_ev": -8.0,
  "energy_ev": -33662.7232,
  "species": ["C", "C", "S", "P", "O", "P", "H", "H", "H", "H", "H", "H", "H", "H"],
  "positions_angstrom": [[-1.81575, -1.02904, -0.23352], [-0.27998, -0.76090, -0.43155], [0.67245, -2.06231, 0.23844], [0.17044, 1.05230, 0.47792], [-0.14770, 1.90493, -0.91638], [2.38464, 1.11935, 0.36563], [-2.49878, -0.16679, -0.25424], [-1.82651, -1.38511, 0.77524], [-2.26890, -1.74949, -0.85469], [0.00465, -0.50217, -1.42084], [-0.03572, -1.89094, 1.31021], [0.39559, 2.54702, -1.33411], [2.87029, 0.55367, 1.51499], [2.37528, 2.36949, 0.76289]]
}

(14)
{
  "formula": "C2H8OS",
  "method": "wB97M-V/def2-TZVPD",
  "gap_ev": 9.819,
  "smiles": "CO.CS",
  "e_homo_ev": -9.1,
  "energy_ev": -15084.9116,
  "species": ["C", "O", "H", "H", "H", "H", "C", "S", "H", "H", "H", "H"],
  "positions_angstrom": [[-1.64195, 0.12007, 0.88658], [-2.43164, 0.93581, 0.02139], [-1.48614, -0.89113, 0.48391], [-2.30330, -0.04970, 1.75785], [-0.73172, 0.65550, 1.22151], [-1.85332, 1.66909, -0.23411], [1.80062, -0.66456, 0.68918], [1.11390, -0.26229, -0.93668], [0.87240, -1.25087, 1.36715], [2.14572, 0.30135, 1.10374], [2.56113, -1.49816, 0.63483], [1.47401, 1.04099, -0.97365]]
}

(15)
{
  "formula": "C2H8OS",
  "method": "wB97M-V/def2-TZVPD",
  "gap_ev": 9.685,
  "smiles": "CCS.O",
  "e_homo_ev": -8.8,
  "energy_ev": -15085.9085,
  "species": ["C", "C", "S", "H", "H", "H", "H", "H", "H", "O", "H", "H"],
  "positions_angstrom": [[-2.11403, -0.18141, -0.21871], [-0.84751, 0.68323, 0.07710], [-0.72561, 1.79518, -1.31763], [-3.02592, 0.42918, -0.10795], [-2.13356, -0.98341, 0.53827], [-2.11921, -0.64296, -1.22048], [-1.20091, 1.14052, 1.02126], [-0.01510, -0.00266, 0.32625], [-0.61991, 0.75503, -2.17168], [3.90183, -0.87745, 0.91064], [4.33887, -0.73298, 1.78034], [4.56106, -1.38227, 0.38259]]
}

(16)
{
  "formula": "C2H8OS",
  "method": "wB97M-V/def2-TZVPD",
  "gap_ev": 10.163,
  "smiles": "CO.CS",
  "e_homo_ev": -9.4,
  "energy_ev": -15085.1785,
  "species": ["C", "O", "H", "H", "H", "H", "C", "S", "H", "H", "H", "H"],
  "positions_angstrom": [[-1.38853, -0.38199, 0.77811], [-0.67371, -1.63314, 0.75654], [-1.26152, 0.17892, 1.71714], [-2.44481, -0.56056, 0.67138], [-1.22046, 0.24055, -0.11235], [0.29016, -1.33228, 0.93632], [1.04831, 0.30530, -1.20670], [1.83760, 1.27108, 0.21606], [1.70016, 0.56528, -2.08122], [0.04542, 0.58340, -1.45329], [1.38585, -0.70316, -1.13219], [0.68153, 1.46659, 0.91020]]
}

(17)
{
  "formula": "C2H8OS2",
  "method": "wB97M-V/def2-TZVPD",
  "gap_ev": 9.266,
  "smiles": "CCO.SS",
  "e_homo_ev": -9.1,
  "energy_ev": -25920.4110,
  "species": ["C", "C", "O", "H", "H", "H", "H", "H", "H", "S", "S", "H", "H"],
  "positions_angstrom": [[0.29384, -0.55627, -1.47315], [0.23225, 0.97729, -1.25181], [-0.32171, 1.50733, -0.00478], [0.15848, -0.96863, -0.47590], [1.26725, -0.81086, -1.91333], [-0.62570, -0.87250, -2.03401], [1.22003, 1.25811, -1.22135], [-0.26870, 1.59397, -2.04939], [0.42627, 1.51824, 0.70607], [0.42128, -1.19462, 2.30118], [-1.37059, -0.28538, 2.98472], [0.19180, -2.33232, 2.68285], [-1.62451, 0.16564, 1.74890]]
}

(18)
{
  "formula": "C2H8OS2",
  "method": "wB97M-V/def2-TZVPD",
  "gap_ev": 8.898,
  "smiles": "CSSC.O",
  "e_homo_ev": -8.4,
  "energy_ev": -25921.0741,
  "species": ["C", "S", "S", "C", "H", "H", "H", "H", "H", "H", "O", "H", "H"],
  "positions_angstrom": [[-0.13107, 1.44713, 0.92441], [0.18621, 2.30648, -0.67695], [1.65923, 1.08846, -1.54130], [1.14655, -0.67552, -1.31603], [-0.80004, 2.18942, 1.34905], [-0.64071, 0.50945, 0.74432], [0.81520, 1.15213, 1.37998], [0.64731, -1.01295, -2.22983], [2.15364, -1.04797, -1.17210], [0.45180, -0.93538, -0.53426], [-1.82741, -1.97907, 1.29611], [-2.43294, -1.80692, 0.55565], [-1.22774, -1.23526, 1.22095]]
}

(19)
{
  "formula": "C2H8OS2",
  "method": "wB97M-V/def2-TZVPD",
  "gap_ev": 9.543,
  "smiles": "CSSC.O",
  "e_homo_ev": -9.0,
  "energy_ev": -25921.5163,
  "species": ["C", "S", "S", "C", "H", "H", "H", "H", "H", "H", "O", "H", "H"],
  "positions_angstrom": [[-1.22258, 0.87986, -0.63708], [-0.60790, 1.05134, 1.09988], [0.65674, -0.64077, 1.04840], [2.13923, 0.20579, 0.44470], [-0.34968, 0.73510, -1.26126], [-1.82732, -0.01872, -0.59273], [-1.80144, 1.77827, -0.83328], [3.05396, -0.36190, 0.60406], [2.11117, 0.51942, -0.60683], [2.24760, 1.17597, 0.93440], [-0.93520, -1.52282, -3.06795], [-0.01845, -1.28883, -3.20059], [-0.97212, -2.31183, -2.52847]]
}

(20)
{
  "formula": "C2H8S2",
  "method": "wB97M-V/def2-TZVPD",
  "gap_ev": 9.827,
  "smiles": "CS.CS",
  "e_homo_ev": -9.1,
  "energy_ev": -23873.2843,
  "species": ["C", "S", "H", "H", "H", "H", "C", "S", "H", "H", "H", "H"],
  "positions_angstrom": [[1.03721, 0.31102, 1.37922], [0.26566, 0.75000, 3.00351], [0.30908, 0.25104, 0.58241], [1.61668, -0.58510, 1.58332], [1.76356, 1.08854, 1.16418], [1.43269, 1.10888, 3.59501], [-0.64436, -0.43704, -2.19953], [-2.48555, -0.63220, -1.82745], [-0.73539, -0.39580, -3.27529], [0.13910, -1.04574, -1.75273], [-0.41649, 0.51692, -1.71538], [-2.28220, -0.93050, -0.53728]]
}